C4H8N2O3 in the gas phase in a non-equilibrium geometry. Source: the OMol25 dataset; level of theory: wB97M-V/def2-TZVPD.

Summary:
HOMO-LUMO gap   10.26 eV
Largest force on an atom   2.84 eV/A
Energy relative to the best compared isomer or geometry (same formula, charge and spin)   21.2 kcal per mole
Total energy   -13400.768 eV
Highest occupied orbital energy   -9.978 eV
SMILES string   NC(=O)C[C@H](N)C(=O)O

CARTESIAN COORDINATES (ANGSTROEM)
N (2.35, 0.58, -0.22)
C (1.89, -0.65, 0.02)
O (2.48, -1.70, -0.21)
C (0.46, -0.70, 0.51)
C (-0.60, -0.03, -0.39)
N (-0.62, 1.42, -0.23)
C (-1.92, -0.68, -0.27)
O (-2.57, -1.12, -1.17)
O (-2.47, -0.55, 0.92)
H (3.21, 0.64, -0.75)
H (1.86, 1.47, -0.18)
H (0.28, -0.22, 1.49)
H (0.24, -1.72, 0.81)
H (-0.30, -0.25, -1.41)
H (-1.26, 1.58, 0.55)
H (-1.03, 1.92, -1.00)
H (-1.99, 0.02, 1.54)

The molecule's natural (NBO) atomic charges, reported in e, are given here:
1 N -0.819
2 C 0.662
3 O -0.604
4 C -0.505
5 C -0.176
6 N -0.818
7 C 0.767
8 O -0.540
9 O -0.670
10 H 0.398
11 H 0.421
12 H 0.205
13 H 0.253
14 H 0.228
15 H 0.340
16 H 0.382
17 H 0.476